Record 1
DFT (the ωB97M-V functional and the def2-TZVPD basis) results for C13H29BeBrF10N6O6PS as an isolated structure at a distorted geometry.

Total charge: -1
Frontier orbital gap: 1.58 eV
HOMO level: -5.216 eV
Energy above the lowest of the compared OMol25 structures with the same formula, charge and spin: 0.000 eV

Structure (XYZ):
```
68
Properties=species:S:1:pos:R:3:lowdin_charge:R:1
N 0.566 5.295 -1.219 -0.03
C -0.408 5.188 -1.801 -0.12
C -1.754 5.080 -2.344 -0.04
C -2.366 3.666 -2.207 -0.48
N -3.815 3.857 -2.371 0.08
C -1.973 2.851 -3.376 -0.17
N -1.688 2.216 -4.258 0.26
C -2.107 2.989 -0.834 -0.12
C -1.964 1.450 -0.875 -0.19
C -0.500 1.082 -1.096 -0.21
C -0.324 -0.449 -1.127 -0.21
C 0.154 -0.947 -2.465 -0.31
N 1.562 -0.638 -2.636 -0.01
H -1.659 5.317 -3.401 0.16
H -2.437 5.822 -1.953 0.15
H -4.229 2.938 -2.376 0.09
H -4.165 4.335 -1.558 0.08
H -2.958 3.209 -0.200 0.11
H -1.213 3.327 -0.318 0.10
H -2.197 1.100 0.120 0.10
H -2.645 0.986 -1.581 0.12
H 0.120 1.472 -0.297 0.10
H -0.100 1.498 -2.017 0.10
H -1.301 -0.881 -0.942 0.08
H 0.365 -0.782 -0.364 0.08
H 0.051 -2.037 -2.471 0.10
H -0.462 -0.610 -3.303 0.10
H 1.775 -0.726 -3.616 0.06
H 1.775 0.309 -2.349 0.03
N 2.683 -2.408 0.050 0.31
H 3.685 -2.561 -0.018 0.14
H 2.213 -3.296 0.232 0.11
H 2.486 -1.754 0.816 0.09
H 2.336 -2.003 -0.837 0.10
C 1.850 -1.812 4.908 0.07
N 1.581 -2.073 3.473 -0.39
O 1.579 -3.254 3.084 -0.27
O 1.375 -1.130 2.749 0.09
H 2.013 -2.757 5.418 0.06
H 2.735 -1.186 4.960 0.12
H 0.982 -1.298 5.312 0.11
Br 2.253 4.872 -2.461 0.86
Be 0.567 -4.845 2.752 0.22
C -5.399 -1.144 0.876 -0.09
C -4.137 -1.974 0.719 -0.31
O -2.969 -1.180 0.911 -0.10
H -5.402 -0.319 0.162 0.07
H -6.291 -1.750 0.716 0.07
H -5.451 -0.706 1.876 0.07
H -4.078 -2.392 -0.284 0.11
H -4.129 -2.800 1.437 0.11
H -3.006 -0.818 1.800 0.08
F 2.331 2.415 -4.869 -0.25
P 2.131 3.205 -6.314 0.38
F 2.359 4.591 -7.203 -0.22
F 3.792 3.180 -6.245 -0.22
F 0.695 2.378 -6.371 -0.22
F 2.347 2.433 -7.766 -0.21
F 1.265 4.273 -5.363 -0.30
F 2.384 0.579 -0.477 -0.66
C 4.059 -5.676 6.836 -0.68
F 3.214 -6.340 6.037 0.10
F 4.819 -6.588 7.445 0.12
F 4.867 -4.961 6.038 0.10
S 3.166 -4.607 8.045 0.44
O 2.355 -5.533 8.799 -0.32
O 2.413 -3.700 7.191 -0.36
O 4.222 -3.976 8.802 -0.33
```



Record 2
DFT (the ωB97M-V functional and the def2-TZVPD basis) results for a 7-piece molecular cluster, C13H29Cl4N3O12 overall at a distorted geometry.

Total charge: 0
Frontier orbital gap: 10.73 eV
HOMO level: -10.680 eV

Structure (XYZ):
```
61
Properties=species:S:1:pos:R:3:lowdin_charge:R:1
Cl 10.352 -1.861 -21.408 0.51
C 9.896 -0.532 -20.290 -0.66
C 8.868 0.373 -20.926 -0.64
Cl 7.290 -0.501 -21.021 0.52
H 10.837 -0.021 -20.085 0.07
H 9.663 -1.081 -19.378 0.07
H 9.144 0.800 -21.890 0.07
H 8.743 1.211 -20.241 0.07
Cl 11.324 5.055 -24.160 0.55
C 10.898 5.976 -22.711 -0.70
C 11.844 5.660 -21.608 -0.65
Cl 11.212 6.412 -20.092 0.52
H 9.832 5.836 -22.529 0.07
H 10.986 6.971 -23.146 0.06
H 12.809 6.137 -21.779 0.07
H 11.932 4.601 -21.366 0.07
C 16.722 -3.745 -18.875 0.02
N 15.531 -4.001 -18.053 -0.45
O 15.427 -5.049 -17.516 0.10
O 14.720 -3.050 -17.985 0.03
H 17.209 -4.660 -19.213 0.10
H 17.484 -3.169 -18.349 0.10
H 16.452 -3.152 -19.749 0.10
C 7.487 0.965 -27.568 0.06
N 6.794 2.327 -27.410 -0.43
O 6.986 3.179 -28.261 0.05
O 6.075 2.541 -26.432 0.04
H 6.847 0.178 -27.168 0.10
H 8.440 1.129 -27.066 0.10
H 7.758 0.856 -28.618 0.09
C 4.408 -0.210 -15.907 0.06
N 5.019 -1.592 -15.763 -0.46
O 4.518 -2.591 -16.277 0.05
O 5.974 -1.661 -15.052 0.06
H 4.013 -0.275 -16.921 0.10
H 5.118 0.598 -15.730 0.09
H 3.695 -0.164 -15.084 0.10
C 13.631 -7.866 -11.808 -0.08
O 12.409 -7.530 -11.177 -0.02
C 11.734 -6.365 -11.493 -0.53
O 10.937 -5.786 -10.746 0.11
O 12.074 -6.061 -12.744 -0.02
C 11.206 -5.108 -13.442 -0.02
H 13.296 -8.082 -12.822 0.09
H 13.941 -8.806 -11.351 0.09
H 14.584 -7.338 -11.841 0.10
H 10.192 -5.349 -13.761 0.10
H 11.761 -4.649 -14.261 0.09
H 10.908 -4.250 -12.839 0.08
C 16.431 -7.425 -24.657 -0.07
O 15.554 -6.976 -23.628 -0.02
C 14.285 -7.528 -23.535 -0.54
O 13.725 -8.209 -24.411 0.10
O 13.912 -7.311 -22.312 0.01
C 12.669 -7.657 -21.808 -0.05
H 17.495 -7.318 -24.447 0.09
H 16.373 -6.776 -25.530 0.08
H 16.198 -8.400 -25.085 0.09
H 11.802 -7.128 -22.203 0.10
H 12.640 -7.554 -20.723 0.10
H 12.571 -8.727 -21.992 0.10
```



Record 3
DFT (the ωB97M-V functional and the def2-TZVPD basis) results for C13H29Cs3N3O15S3 as an isolated structure at a distorted geometry.

Total charge: 0
Frontier orbital gap (alpha / beta): 3.49 / 8.26 eV
2S+1: 2
HOMO level (alpha / beta): -4.310 / -9.269 eV

Structure (XYZ):
```
66
Properties=species:S:1:pos:R:3:lowdin_charge:R:1
Cs -3.444 0.999 -3.719 0.74
Cs 0.624 1.807 -4.144 0.89
Cs -3.200 4.234 -1.714 0.68
S -0.689 0.813 -1.192 0.05
O -1.718 1.820 -1.170 -0.61
O 0.571 1.410 -1.459 -0.55
O -0.509 0.076 0.074 -0.32
O -1.066 -0.087 -2.276 -0.59
C -2.236 3.356 5.156 0.01
C -1.996 2.821 3.744 -0.56
O -2.756 2.043 3.162 0.04
N -1.062 3.360 3.035 -0.01
C -0.802 3.199 1.671 -0.07
H -1.890 4.381 5.022 0.07
H -1.634 2.864 5.919 0.08
H -3.174 3.261 5.703 0.09
H -0.455 3.990 3.539 0.14
H -1.512 3.766 1.069 0.06
H -0.934 2.146 1.423 0.07
H 0.139 3.623 1.319 0.09
C -3.989 -3.904 -1.404 0.01
C -3.241 -2.647 -1.848 -0.56
O -3.796 -1.964 -2.683 -0.08
N -2.009 -2.433 -1.387 0.07
C -1.189 -3.250 -0.453 -0.03
H -4.742 -3.682 -0.648 0.09
H -3.442 -4.669 -0.852 0.06
H -4.452 -4.342 -2.288 0.08
H -1.562 -1.648 -1.839 0.04
H -1.236 -2.919 0.585 0.07
H -0.130 -3.327 -0.699 0.07
H -1.456 -4.306 -0.422 0.08
C -0.641 -2.287 -4.581 0.02
C 0.681 -2.503 -3.790 -0.46
O 1.584 -3.310 -4.213 -0.02
N 0.893 -1.694 -2.714 0.00
C 2.104 -1.771 -1.885 -0.05
H -0.724 -1.232 -4.842 0.04
H -1.534 -2.341 -3.959 0.05
H -0.715 -3.013 -5.391 0.09
H 0.184 -1.105 -2.301 0.02
H 2.932 -1.707 -2.592 0.08
H 2.209 -2.630 -1.223 0.09
H 2.211 -0.881 -1.265 0.06
C 2.856 2.507 0.299 -0.22
C 2.661 3.303 -0.939 -0.26
O 3.646 4.257 -0.952 -0.17
S 5.062 3.631 -0.386 0.75
O 5.811 4.628 0.334 -0.22
O 5.751 2.819 -1.366 -0.23
O 4.199 2.639 0.693 -0.18
H 2.744 1.434 0.145 0.11
H 2.080 2.453 1.062 0.12
H 1.626 3.641 -0.899 0.13
H 2.782 2.597 -1.761 0.10
C 0.826 -0.701 2.946 -0.12
C 1.527 -1.498 1.858 -0.21
O 1.770 -2.767 2.397 -0.20
S 0.657 -3.161 3.606 0.77
O 1.508 -3.538 4.739 -0.26
O -0.424 -4.087 3.091 -0.29
O 0.081 -1.651 3.810 -0.21
H 0.024 -0.083 2.541 0.11
H 1.468 -0.183 3.658 0.13
H 2.394 -0.912 1.553 0.14
H 0.755 -1.643 1.103 0.09
```



Record 4
DFT (the ωB97M-V functional and the def2-TZVPD basis) results for a 2-piece molecular cluster, C13H29FN2O4PS2 overall at a distorted geometry.

Total charge: 0
Frontier orbital gap (alpha / beta): 9.59 / 8.59 eV
2S+1: 2
HOMO level (alpha / beta): -9.089 / -9.146 eV
Energy above the lowest of the compared OMol25 structures with the same formula, charge and spin: 0.768 eV

Structure (XYZ):
```
52
Properties=species:S:1:pos:R:3:lowdin_charge:R:1
C 1.957 -3.103 2.163 -0.03
C 1.398 -2.795 0.761 -0.45
C 2.628 -2.881 -0.190 -0.03
C 0.932 -1.317 0.736 -0.12
C -0.597 -1.045 0.597 -0.56
P -0.895 -0.177 -1.023 0.41
S -2.730 0.412 -1.239 0.18
S -0.997 0.081 1.979 0.58
O -0.697 -0.619 3.179 -0.24
O -0.269 1.293 1.849 -0.25
F -2.525 0.326 1.944 -0.14
C -1.571 -2.258 0.722 -0.14
C -0.936 -3.668 0.827 -0.44
C -1.843 -4.598 -0.018 -0.04
C -1.064 -4.180 2.292 0.00
N 0.415 -3.781 0.264 -0.10
O 0.413 -3.826 -1.023 0.00
H 1.259 -2.864 2.964 0.08
H 2.836 -2.476 2.312 0.09
H 2.315 -4.132 2.227 0.10
H 3.451 -2.384 0.327 0.09
H 2.461 -2.308 -1.099 0.08
H 2.872 -3.910 -0.431 0.09
H 1.450 -0.805 -0.078 0.10
H 1.288 -0.837 1.646 0.11
H -0.583 -1.140 -2.007 0.01
H 0.056 0.861 -1.130 -0.02
H -2.257 -2.071 1.541 0.11
H -2.199 -2.253 -0.171 0.08
H -1.332 -5.548 -0.180 0.10
H -2.051 -4.182 -1.001 0.08
H -2.781 -4.790 0.498 0.09
H -0.143 -4.593 2.699 0.07
H -1.447 -3.422 2.972 0.08
H -1.795 -4.987 2.326 0.08
C -0.109 6.064 -0.460 -0.07
C -0.548 5.755 -1.888 -0.43
C -0.611 4.255 -2.212 -0.20
O 0.648 3.630 -2.403 -0.19
C 1.345 3.316 -1.214 -0.12
N 0.324 6.478 -2.820 0.04
H 0.969 5.974 -0.330 0.06
H -0.373 7.090 -0.201 0.08
H -0.598 5.402 0.257 0.08
H -1.563 6.146 -2.005 0.14
H -1.138 4.137 -3.162 0.12
H -1.196 3.709 -1.459 0.11
H 0.664 3.017 -0.410 0.08
H 1.964 4.156 -0.889 0.08
H 2.018 2.484 -1.431 0.08
H -0.036 6.370 -3.764 0.07
H 1.219 5.994 -2.843 0.07
```